This record from OMol25 describes a cluster of 10 separate species, C52H88F3N2O30P in total in a non-equilibrium geometry. The level of theory is ωB97M-V/def2-TZVPD.

HOMO-LUMO gap: 9.175 eV
Maximum force: 0.03837 Eh/bohr
Energy: -5042.0203 Ha
Multiplicity: 1

Cartesian coordinates (Å):
1 P 6.6055 1.0707 0.2580
2 F 2.0929 -2.4499 -2.1778
3 F 2.1395 -0.3377 -2.0710
4 F 2.9366 -1.4846 -0.5098
5 O -8.3010 0.7002 -8.0639
6 O -12.3599 1.9463 1.9752
7 O -4.1975 -0.3956 -7.8051
8 O 6.9639 -0.6439 7.0847
9 O 3.3703 0.8648 5.1140
10 O -8.5932 2.7983 -7.3015
11 O -3.3530 2.8950 4.2485
12 O 0.4005 2.2505 9.5795
13 O 7.0028 1.1094 8.4984
14 O -1.4981 2.9954 10.5294
15 O -13.4101 3.9302 2.0905
16 O -1.1520 2.6822 4.6825
17 O -8.8732 1.0813 -5.9225
18 O 2.6478 1.6313 7.1018
19 O -5.9252 -0.8398 -2.3254
20 O 0.1871 2.1832 11.7898
21 O 5.0841 -0.8235 -1.6150
22 O 6.3203 -0.9248 9.1939
23 O 4.4640 2.5146 6.1139
24 O -3.4823 0.8117 -9.5253
25 O -10.0550 0.9459 -1.9234
26 O 8.0704 2.6258 -5.1621
27 O -11.5705 3.5186 3.3285
28 O -11.5058 2.4918 -2.6811
29 O 9.5742 1.2116 -4.2575
30 O -2.1021 -0.6878 -8.5517
31 O -12.0702 1.2123 -0.9562
32 O -2.5737 2.9980 6.3603
33 O 8.6559 2.7913 -2.9910
34 O 5.2511 0.5757 1.0959
35 N 7.6149 -0.3041 0.2773
36 N 7.4724 1.9435 1.4311
37 C 2.8354 -1.4227 -1.8122
38 C 6.4232 -3.8995 -0.4385
39 C -4.8882 1.0834 -9.4125
40 C 6.4534 -2.5251 0.2571
41 C -12.5342 3.2035 2.4408
42 C -0.8044 -1.1875 -5.4702
43 C 9.3635 1.9312 -2.0904
44 C -3.1600 -0.1480 -8.6304
45 C -5.5756 -0.3701 -3.6160
46 C -2.0303 -0.2866 -5.2267
47 C -0.4113 2.5231 10.6270
48 C 2.1626 -1.7809 -5.1478
49 C -8.5739 1.4530 -7.1795
50 C -11.1105 1.4911 -1.8556
51 C 3.4212 1.6694 6.1928
52 C -8.8790 2.2503 -5.0892
53 C -0.3414 2.9266 5.8391
54 C 1.5782 -1.2481 -6.4718
55 C 4.2124 -0.8134 -3.8953
56 C 2.5872 -2.2103 3.4763
57 C 1.1419 -1.8341 3.1351
58 C 1.3784 1.4472 11.4880
59 C -1.9878 0.4877 -3.8929
60 C 7.2013 -1.4649 -0.5631
61 C -1.3152 2.6810 6.9746
62 C 6.4666 -1.0440 -1.8442
63 C 3.8597 -5.5406 2.0006
64 C 8.7025 2.2512 -4.2294
65 C -11.0768 1.4723 2.4074
66 C 1.7013 1.9141 10.0804
67 C -10.8243 2.3320 3.6334
68 C -4.5022 0.6892 -3.4563
69 C -2.4511 2.8617 5.0232
70 C 2.8094 -3.7259 3.5035
71 C 5.2439 -5.0980 1.5068
72 C 10.3042 1.1970 -3.0272
73 C 5.9591 -2.1314 8.5129
74 C -13.0825 2.2268 -1.0346
75 C 0.2651 -0.4740 -6.2924
76 C -5.1921 0.6168 -8.0019
77 C 2.8849 -4.3557 2.1068
78 C 3.7032 -1.6922 -5.0442
79 C -12.9004 2.7458 -2.4496
80 C -9.1473 3.3505 -6.0985
81 C 6.7867 -0.0379 8.2866
82 C 5.2629 -4.7991 -0.0018
83 C 5.2898 2.1082 5.0155
84 C -3.1477 0.1328 -2.9588
85 C 4.3137 1.3431 4.1406
86 C 6.8101 -2.0572 7.2579
87 C 4.1991 -1.4584 -2.5065
88 C -6.7733 -1.9698 -2.3204
89 H 9.8703 2.5203 -1.3310
90 H 6.3931 -3.7782 -1.5281
91 H -6.1871 0.2054 -7.8830
92 H 5.3495 -5.7566 -0.5279
93 H 3.7887 1.9793 3.4271
94 H 3.2292 -3.5762 1.4202
95 H 1.1477 0.3813 11.5301
96 H -5.0699 2.1414 -9.5771
97 H -10.3534 1.6494 1.6105
98 H -11.2321 1.8906 4.5437
99 H 3.9634 -6.0227 2.9792
100 H 10.5028 0.1704 -2.7304
101 H 8.1292 -1.9402 -0.9157
102 H -1.3309 1.6362 7.2860
103 H 4.0951 -1.2790 -5.9783
104 H -1.0404 0.2999 -3.3729
105 H -14.0589 1.7917 -0.8451
106 H 5.9670 -5.8977 1.7063
107 H -0.4197 -1.4950 -4.4899
108 H 1.0156 -0.7478 3.1349
109 H -5.4225 0.5005 -10.1635
110 H 0.4492 -2.2412 3.8764
111 H 3.7378 -3.9451 4.0487
112 H -2.1415 0.4009 -6.0707
113 H 2.8463 -1.7750 4.4467
114 H 7.5452 1.5078 2.3466
115 H 4.4912 0.8654 0.5658
116 H 6.1785 -2.9882 9.1433
117 H 2.3105 -0.5733 -6.9302
118 H 7.0181 -2.6418 1.1902
119 H 6.6164 -1.8291 -2.5951
120 H -9.7798 2.5862 3.7865
121 H 5.7301 2.9794 4.5386
122 H -11.1311 0.4081 2.6158
123 H 1.7223 -1.1878 -4.3429
124 H 3.4537 -6.2876 1.3097
125 H 1.8492 -2.8179 -5.0075
126 H 4.8909 -2.1020 8.2921
127 H 2.1516 1.1562 9.4497
128 H -6.2656 -2.8151 -1.8431
129 H 6.3355 -2.4857 6.3792
130 H 5.5604 -4.2179 2.0785
131 H -1.1553 3.3104 7.8419
132 H -2.9266 -0.9168 -5.2358
133 H -4.8629 1.4456 -2.7538
134 H 4.3097 -4.3513 -0.3072
135 H 6.0805 1.4597 5.3976
136 H 11.2491 1.7235 -3.1727
137 H 4.1408 -2.6944 -4.9573
138 H -13.4839 2.1892 -3.1844
139 H -10.2132 3.5241 -6.2538
140 H 5.4492 -2.1728 0.5038
141 H 1.9972 -4.1844 4.0811
142 H -4.3545 1.1613 -4.4349
143 H -6.4679 0.0270 -4.1219
144 H -2.0178 1.5702 -4.0688
145 H 0.4878 0.5076 -5.8518
146 H -12.8790 2.9879 -0.2845
147 H -0.1877 -0.3006 -7.2725
148 H 4.7639 0.5115 3.6085
149 H 2.1493 1.6812 12.2168
150 H -5.0290 1.4049 -7.2619
151 H 0.8675 -2.1922 2.1394
152 H 3.2454 -1.7629 2.7194
153 H -9.6336 2.1665 -4.3149
154 H -5.1823 -1.2004 -4.2237
155 H 7.6878 -0.6448 1.2365
156 H -7.8985 2.3486 -4.6208
157 H -1.1098 -2.1074 -5.9811
158 H 0.5108 2.2536 5.8474
159 H 1.8917 -4.6437 1.7510
160 H 0.0055 3.9615 5.8083
161 H 5.2511 -0.5315 -4.0936
162 H -8.6570 4.2915 -5.8662
163 H -7.0598 -2.2705 -3.3344
164 H 7.7971 -2.5010 7.3960
165 H 6.9037 -0.1257 -2.2533
166 H 1.4163 -2.0614 -7.1878
167 H 8.6534 1.2627 -1.6074
168 H 2.3241 2.8089 10.0680
169 H -2.9372 0.5335 -1.9628
170 H -7.6878 -1.7437 -1.7627
171 H -13.1009 3.8084 -2.5527
172 H 7.3672 -4.4171 -0.2258
173 H 7.0899 2.8765 1.5278
174 H 4.4338 -2.5302 -2.6121
175 H -3.2204 -0.9550 -2.8399
176 H 3.6433 0.1212 -3.8778

Atomic partial charges in e from the Löwdin method, atoms 1 to 4: P 0.78; F 0.17; F 0.17; F 0.17